58
Properties=species:S:1:pos:R:3:lowdin_charge:R:1 method="wB97M-V/def2-TZVPD" homo_energy_ha=-0.5194 total_charge=+2 homo_lumo_gap_ev=7.0 multiplicity=1
Mg -0.977 -0.104 1.046 0.80
C -3.137 2.442 -0.532 -0.07
C -2.059 2.590 0.327 -0.10
C -2.260 2.328 1.689 -0.15
C -3.476 1.964 2.167 -0.09
C -4.561 1.863 1.292 -0.06
C -4.378 2.052 -0.056 -0.07
H -3.020 2.579 -1.612 0.13
H -1.104 2.971 -0.030 0.12
H -1.411 2.401 2.351 0.09
H -3.633 1.666 3.217 0.13
H -5.536 1.582 1.705 0.13
H -5.198 1.893 -0.744 0.12
C -3.359 -1.780 -2.394 -0.06
C -3.043 -1.296 -1.152 -0.09
N -1.831 -0.872 -0.838 0.07
C -0.917 -0.893 -1.841 -0.16
C -1.242 -1.425 -3.127 -0.01
N -2.450 -1.901 -3.374 0.13
C 0.421 -0.423 -1.562 -0.18
C 1.483 -0.436 -2.471 0.09
C 2.754 0.024 -2.066 -0.11
C 2.891 0.497 -0.766 0.09
C 1.799 0.418 0.114 -0.19
N 0.599 0.012 -0.302 0.08
C 1.891 0.722 1.523 -0.15
C 3.130 1.003 2.154 -0.04
N 3.203 1.387 3.396 0.13
C 2.051 1.416 4.097 -0.05
C 0.833 1.138 3.501 -0.11
N 0.716 0.763 2.242 0.06
C 3.852 0.008 -3.028 -0.18
C 4.915 0.923 -2.995 0.00
C 5.928 0.777 -3.921 -0.12
N 5.969 -0.197 -4.814 0.10
C 4.988 -1.071 -4.815 -0.12
C 3.891 -0.982 -3.999 -0.02
H -4.394 -2.021 -2.628 0.13
H -3.792 -1.312 -0.361 0.12
H -0.483 -1.374 -3.915 0.13
H 1.376 -0.752 -3.525 0.12
H 3.861 0.868 -0.426 0.12
H 4.073 0.941 1.567 0.14
H 2.101 1.695 5.148 0.13
H -0.081 1.253 4.089 0.13
H 4.927 1.795 -2.316 0.13
H 6.753 1.515 -3.952 0.13
H 5.034 -1.958 -5.435 0.12
H 3.100 -1.734 -4.113 0.12
I -4.723 -3.673 4.671 0.95
C -3.048 -2.817 3.798 -0.74
C -1.726 -3.112 4.119 -0.09
N -0.952 -2.381 3.280 0.00
N -1.672 -1.644 2.405 -0.05
C -2.962 -1.879 2.754 -0.16
H -1.383 -3.777 4.869 0.13
H 0.047 -2.304 3.320 0.16
H -3.775 -1.366 2.272 0.11

70
Properties=species:S:1:pos:R:3:lowdin_charge:R:1 method="wB97M-V/def2-TZVPD" homo_energy_ha=-0.0714 total_charge=-2 homo_lumo_gap_ev=6.0 multiplicity=1
Li 0.492 0.112 0.484 0.58
N -3.372 -0.641 0.622 0.13
C -2.983 0.591 0.083 -0.32
C -3.953 1.599 0.055 -0.04
C -3.614 2.820 -0.492 -0.08
C -2.333 3.004 -0.985 -0.06
C -1.450 1.941 -0.913 -0.13
N -1.767 0.742 -0.411 0.13
C -2.633 -1.679 1.169 -0.29
C -3.359 -2.771 1.683 -0.04
C -2.665 -3.801 2.273 -0.11
C -1.277 -3.732 2.338 -0.09
C -0.661 -2.624 1.783 -0.13
N -1.315 -1.618 1.204 0.14
H -4.352 -0.688 0.837 0.12
H -4.931 1.429 0.490 0.10
H -4.336 3.628 -0.501 0.10
H -1.995 3.957 -1.365 0.10
H -0.423 2.066 -1.227 0.10
H -4.441 -2.792 1.610 0.10
H -3.199 -4.653 2.678 0.09
H -0.688 -4.517 2.793 0.09
H 0.417 -2.531 1.777 0.10
F 7.476 -0.802 -0.008 0.12
C 6.913 0.431 0.010 -0.57
F 7.374 1.060 -1.094 0.12
F 7.444 1.071 1.068 0.12
C 5.417 0.369 0.047 -0.14
C 4.715 0.658 1.202 0.02
C 3.326 0.568 1.170 -0.09
N 2.657 0.188 0.084 0.05
C 3.342 -0.082 -1.022 -0.10
C 4.723 -0.003 -1.095 0.00
H 5.217 0.979 2.103 0.12
H 2.729 0.864 2.027 0.08
H 2.755 -0.392 -1.880 0.10
H 5.239 -0.222 -2.021 0.11
O -0.556 3.257 2.063 -0.42
S 0.610 2.390 1.833 0.21
O 0.197 0.937 2.033 -0.53
O 1.064 2.486 0.414 -0.45
O 1.724 2.693 2.751 -0.43
C -5.496 -1.106 -2.304 -0.05
C -4.347 -1.835 -2.947 -0.27
C -3.069 -1.287 -2.953 -0.01
C -2.012 -1.943 -3.567 -0.02
C -2.236 -3.173 -4.173 -0.28
C -3.497 -3.753 -4.149 -0.06
C -4.545 -3.078 -3.544 -0.05
S -0.907 -4.007 -5.010 0.60
O -0.594 -3.244 -6.188 -0.30
O -1.306 -5.387 -5.136 -0.32
N 0.377 -3.935 -4.038 -0.15
C 0.269 -4.573 -2.715 -0.22
C 1.334 -3.983 -1.800 -0.10
C 1.166 -2.464 -1.605 -0.66
O 1.148 -1.780 -2.673 -0.08
O 1.088 -2.043 -0.442 -0.04
H -5.160 -0.176 -1.847 0.06
H -5.966 -1.718 -1.530 0.07
H -6.265 -0.862 -3.042 0.08
H -2.882 -0.343 -2.455 0.10
H -1.017 -1.515 -3.526 0.11
H -3.639 -4.725 -4.602 0.10
H -5.533 -3.526 -3.529 0.11
H 0.709 -2.962 -3.884 0.07
H 0.398 -5.650 -2.826 0.11
H -0.722 -4.402 -2.276 0.12
H 2.324 -4.171 -2.226 0.12
H 1.280 -4.468 -0.826 0.11

144
Properties=species:S:1:pos:R:3:lowdin_charge:R:1 method="wB97M-V/def2-TZVPD" homo_energy_ha=-0.1661 total_charge=-1 homo_lumo_gap_ev=6.2 multiplicity=1
C 3.183 -0.495 -0.379 -0.09
C 2.933 0.994 -0.161 -0.25
C 1.643 1.554 -0.791 -0.21
C 1.460 1.229 -2.278 -0.20
C 0.807 -0.116 -2.692 -0.20
C -0.061 -0.827 -1.652 -0.22
C -1.181 -1.671 -2.293 -0.20
C -2.251 -2.111 -1.269 -0.20
C -3.667 -1.667 -1.661 -0.22
C -4.696 -1.889 -0.535 -0.27
C -5.088 -0.592 0.192 -0.20
B -6.056 0.493 -0.589 -0.82
S -6.653 -0.260 -2.279 0.67
C -5.396 1.978 -0.800 -0.33
F -4.972 2.480 0.472 -0.11
C -4.225 2.134 -1.788 -0.21
C -2.815 2.021 -1.172 -0.09
H 2.455 -1.082 0.179 0.07
H 3.161 -0.758 -1.434 0.06
H 4.168 -0.770 0.009 0.05
H 2.889 1.190 0.915 0.10
H 3.768 1.587 -0.542 0.09
H 0.768 1.299 -0.194 0.10
H 1.732 2.638 -0.728 0.08
H 2.464 1.269 -2.720 0.10
H 0.906 2.045 -2.745 0.09
H 0.155 0.101 -3.544 0.10
H 1.576 -0.785 -3.082 0.10
H -0.549 -0.105 -1.001 0.09
H 0.560 -1.504 -1.065 0.10
H -1.678 -1.020 -3.019 0.10
H -0.753 -2.532 -2.805 0.11
H -2.243 -3.200 -1.168 0.10
H -2.004 -1.703 -0.283 0.11
H -3.644 -0.607 -1.913 0.07
H -3.968 -2.199 -2.568 0.11
H -5.572 -2.429 -0.900 0.07
H -4.219 -2.557 0.196 0.08
H -4.168 -0.109 0.542 0.09
H -5.617 -0.892 1.107 0.06
H -7.058 0.675 0.097 0.05
H -7.441 0.681 -2.811 -0.19
H -6.191 2.659 -1.126 0.11
H -4.296 3.110 -2.280 0.09
H -4.338 1.392 -2.578 0.07
H -2.844 1.974 -0.087 0.07
H -2.286 1.137 -1.530 0.04
H -2.199 2.881 -1.447 0.06
F -4.477 -5.150 1.111 0.05
C -4.914 -4.692 2.300 -0.29
C -4.373 -5.227 3.453 -0.02
C -4.826 -4.760 4.678 -0.10
C -5.807 -3.780 4.735 -0.10
C -6.337 -3.262 3.560 -0.07
C -5.888 -3.715 2.328 -0.01
H -3.611 -5.992 3.382 0.11
H -4.408 -5.163 5.591 0.10
H -6.157 -3.418 5.693 0.10
H -7.100 -2.497 3.599 0.11
H -6.278 -3.310 1.404 0.11
F 6.587 -0.985 1.849 0.04
C 6.596 -2.277 1.452 -0.30
C 6.926 -2.565 0.144 -0.02
C 6.925 -3.892 -0.261 -0.08
C 6.592 -4.898 0.635 -0.10
C 6.260 -4.576 1.945 -0.08
C 6.266 -3.255 2.366 -0.02
H 7.169 -1.762 -0.539 0.12
H 7.180 -4.138 -1.283 0.10
H 6.585 -5.930 0.312 0.10
H 5.993 -5.357 2.644 0.10
H 6.012 -2.977 3.377 0.11
F 3.228 4.371 -1.350 0.06
C 4.486 4.846 -1.443 -0.28
C 4.804 5.757 -2.429 -0.02
C 6.105 6.240 -2.480 -0.09
C 7.052 5.811 -1.558 -0.10
C 6.699 4.892 -0.578 -0.08
C 5.404 4.400 -0.517 -0.01
H 4.049 6.077 -3.134 0.12
H 6.377 6.957 -3.242 0.10
H 8.063 6.193 -1.605 0.10
H 7.433 4.551 0.140 0.11
H 5.102 3.682 0.230 0.09
F 3.119 1.575 -6.761 0.05
C 1.869 2.084 -6.813 -0.29
C 1.389 2.787 -5.728 -0.02
C 0.104 3.304 -5.787 -0.08
C -0.679 3.110 -6.917 -0.09
C -0.171 2.399 -7.995 -0.09
C 1.115 1.879 -7.951 -0.02
H 2.009 2.916 -4.851 0.11
H -0.290 3.854 -4.943 0.11
H -1.684 3.506 -6.954 0.10
H -0.780 2.239 -8.875 0.10
H 1.531 1.321 -8.779 0.11
F 5.252 2.465 2.154 0.04
C 4.688 2.932 3.290 -0.28
C 5.175 2.506 4.507 -0.02
C 4.583 2.993 5.663 -0.09
C 3.521 3.883 5.586 -0.10
C 3.049 4.292 4.347 -0.08
C 3.634 3.817 3.183 -0.01
H 5.995 1.804 4.543 0.11
H 4.952 2.670 6.628 0.10
H 3.059 4.255 6.491 0.10
H 2.216 4.979 4.282 0.11
H 3.281 4.119 2.205 0.12
F -9.313 0.347 4.528 0.03
C -8.866 1.517 4.005 -0.29
C -9.321 2.698 4.558 -0.04
C -8.862 3.894 4.023 -0.10
C -7.970 3.888 2.958 -0.09
C -7.531 2.684 2.419 -0.05
C -7.983 1.484 2.947 0.00
H -10.018 2.674 5.385 0.11
H -9.203 4.832 4.442 0.10
H -7.614 4.823 2.545 0.10
H -6.833 2.661 1.592 0.09
H -7.655 0.540 2.533 0.11
F -6.518 -7.580 -4.838 0.03
C -6.734 -6.351 -4.305 -0.30
C -6.804 -5.263 -5.150 -0.03
C -7.026 -4.009 -4.597 -0.08
C -7.171 -3.857 -3.225 -0.09
C -7.091 -4.972 -2.401 -0.08
C -6.872 -6.234 -2.938 -0.02
H -6.683 -5.402 -6.216 0.11
H -7.083 -3.141 -5.241 0.11
H -7.338 -2.874 -2.804 0.04
H -7.191 -4.857 -1.330 0.10
H -6.806 -7.114 -2.312 0.11
F 8.081 -2.381 4.754 0.05
C 9.350 -1.929 4.645 -0.28
C 9.658 -1.002 3.671 -0.01
C 10.967 -0.552 3.580 -0.08
C 11.939 -1.029 4.448 -0.10
C 11.601 -1.964 5.416 -0.09
C 10.296 -2.422 5.521 -0.02
H 8.889 -0.650 2.999 0.11
H 11.226 0.177 2.824 0.10
H 12.958 -0.674 4.369 0.10
H 12.356 -2.342 6.093 0.10
H 10.008 -3.147 6.270 0.12

5
Properties=species:S:1:pos:R:3:lowdin_charge:R:1 method="wB97M-V/def2-TZVPD" homo_energy_ha="-0.4370 / -0.3484" total_charge=0 homo_lumo_gap_ev="11.1 / 7.5" multiplicity=1
C 0.973 -0.070 0.124 -0.32
O 1.641 -0.355 1.016 0.19
O -1.823 -0.508 0.361 0.04
F 1.094 0.467 -1.014 0.18
F -1.886 0.465 -0.488 -0.09

10
Properties=species:S:1:pos:R:3:lowdin_charge:R:1 method="wB97M-V/def2-TZVPD" homo_energy_ha=-0.6161 total_charge=+1 homo_lumo_gap_ev=13.0 multiplicity=1 smiles=[NH3+]C(O)O
C -0.049 0.498 -0.443 -0.49
N -0.284 -1.027 0.472 0.19
O 0.218 1.367 0.448 0.11
O 0.907 0.334 -1.300 0.12
H -1.078 0.600 -0.871 0.19
H -0.322 -1.074 1.535 0.17
H 0.484 -1.586 0.207 0.10
H -1.099 -1.612 0.097 0.17
H -0.592 1.696 0.999 0.21
H 1.814 0.804 -1.146 0.22